#one
Computed, not measured: 2 unconnected molecules or ions with the total composition CH6N2S, with ωB97M-V with the def2-TZVPD basis set.

Positions of all 10 atoms, in Å:
C (-1.04866, -0.77080, 1.51776)
N (1.54561, 1.00511, -0.53443)
N (0.64893, -0.21733, -2.33616)
S (0.94723, 1.20890, -1.89915)
H (-1.08965, -0.84860, 2.59145)
H (-0.04307, -0.32162, 1.36268)
H (-1.72856, -0.03566, 1.22819)
H (1.87296, 1.84909, -0.00512)
H (-1.23656, -1.82849, 1.29761)
H (0.13176, -0.04060, -3.22282)

The HOMO energy comes out at -9.920 eV. The calculation puts the HOMO-LUMO gap at 0.3576 hartree. The value obtained for the molar mass is 78.14 g/mol. The charge is 0.

---

#two
Computed, not measured: 2 unconnected molecules or ions with the total composition CH6N2S, with ωB97M-V with the def2-TZVPD basis set.

Positions of all 10 atoms, in Å:
H (2.68536, -0.71851, 2.99110)
N (3.19362, -1.32118, 2.33753)
C (2.46523, -1.50036, 1.29246)
N (2.35897, -2.72010, 0.66592)
H (2.07505, -0.63825, 0.73400)
H (2.83084, -3.46248, 1.16882)
H (2.75672, -2.81587, -0.26420)
S (-3.48715, 2.42551, -1.80083)
H (-3.76154, 2.14885, -3.08740)
H (-4.19076, 3.55430, -1.48794)

The HOMO energy comes out at -9.125 eV. The calculation puts the HOMO-LUMO gap at 0.3681 hartree. The value obtained for the molar mass is 78.14 g/mol. The charge is 0. Its SMILES is [H]/N=C/N.S.

---

According to the calculations, the structures order from most to least stable as #two, #one.

---

#one
Computed, not measured: 2 unconnected molecules or ions with the total composition C9H14O, with ωB97M-V with the def2-TZVPD basis set.

Positions of all 24 atoms, in Å:
C (-1.79018, 0.90632, -1.55291)
C (-1.65359, 2.34836, -2.08588)
H (-1.66858, 0.77721, -0.43409)
H (-2.84344, 0.64351, -1.79939)
H (-0.93433, 0.41184, -2.03347)
H (-1.07605, 2.86498, -1.27324)
H (-2.65463, 2.77897, -2.06324)
H (-1.32456, 2.37190, -3.09814)
C (1.81681, 1.89745, 1.47468)
C (0.82097, -1.11073, -0.71489)
C (1.54519, -0.00808, -0.17314)
C (-0.07732, -1.70410, 0.14291)
C (1.18108, 0.64563, 0.98862)
C (-0.60230, -0.96562, 1.20941)
C (0.10193, 0.03768, 1.77695)
O (-0.63073, -2.88713, -0.29478)
H (1.07065, -1.77051, -1.59570)
H (2.45330, 0.26971, -0.90136)
H (-0.22992, -3.58010, 0.19748)
H (-1.53634, -1.35333, 1.64979)
H (2.82406, 1.93828, 1.05842)
H (1.67112, 2.03490, 2.55013)
H (-0.21563, 0.57419, 2.70661)
H (1.45470, 2.85400, 0.99986)

The HOMO energy (alpha / beta) comes out at 0.940 / -3.541 eV. As for the expectation value of S²: 0.7587. The calculation puts the HOMO-LUMO gap (alpha / beta) at 0.1127 / 0.2707 hartree. The value obtained for the molar mass is 138.21 g/mol. The charge is -1. As for the multiplicity: 2.

---

#two
Computed, not measured: 2 unconnected molecules or ions with the total composition C9H14O, with ωB97M-V with the def2-TZVPD basis set.

Positions of all 24 atoms, in Å:
C (0.86013, -2.66664, 0.31537)
C (-0.44283, -0.63114, -0.31334)
C (0.08431, -1.86434, -0.68139)
C (-0.87696, 0.29966, -1.30510)
C (0.04398, -2.25396, -2.02570)
C (-1.04713, -0.17139, -2.63431)
C (-0.55466, -1.39327, -3.01763)
O (-1.71977, 0.61423, -3.56091)
H (-0.34496, -0.29684, 0.72547)
H (-1.21165, 1.32651, -1.13590)
H (0.93065, -3.72060, 0.05522)
H (0.42667, -2.64874, 1.31395)
H (0.64294, -3.09982, -2.33069)
H (-0.73610, -1.75628, -4.02916)
H (-2.28721, 1.20130, -3.04689)
H (1.88012, -2.28371, 0.44297)
C (1.17488, 2.66156, 2.29855)
C (-0.09784, 2.20649, 2.99997)
H (1.00182, 2.78284, 1.23285)
H (1.56957, 3.59376, 2.68828)
H (1.94265, 1.90166, 2.41436)
H (-0.36478, 1.20021, 2.68572)
H (-0.93259, 2.87401, 2.82659)
H (0.05873, 2.12448, 4.08170)

The HOMO energy (alpha / beta) comes out at 0.768 / -3.320 eV. As for the expectation value of S²: 0.7617. The calculation puts the HOMO-LUMO gap (alpha / beta) at 0.1001 / 0.2498 hartree. The value obtained for the molar mass is 138.21 g/mol. The charge is -1. As for the multiplicity: 2.

---

According to the calculations, the structures order from most to least stable as #two, #one.

---

#one
Computed, not measured: a gas-phase ion, C2H3IN (charge +1), with ωB97M-V with the def2-TZVPD basis set.

Positions of all 7 atoms, in Å:
N (-1.07814, 0.03230, 0.03098)
C (0.23993, -0.35694, -0.47414)
C (1.73440, -0.00082, 0.34201)
I (3.66908, -0.01335, -0.05594)
H (-1.57927, -0.78429, 0.14735)
H (-1.56423, 0.50006, -0.75962)
H (-1.42177, 0.62304, 0.76936)

The HOMO energy (alpha / beta) comes out at -13.189 / -13.189 eV. The calculation puts the HOMO-LUMO gap (alpha / beta) at 0.2477 / 0.2480 hartree. The value obtained for the molar mass is 167.96 g/mol. The charge is +1. Its SMILES is [NH3+]C#CI.

---

#two
Computed, not measured: a gas-phase ion, C2H3IN (charge +1), with ωB97M-V with the def2-TZVPD basis set.

Positions of all 7 atoms, in Å:
C (-0.56435, 0.70243, 1.03815)
N (0.12898, 0.16173, -0.00872)
C (0.74925, -0.57846, -0.79348)
I (-0.05076, -1.10552, -2.58589)
H (-0.73919, 1.77178, 1.09721)
H (-1.12753, 0.04041, 1.65078)
H (1.60360, -0.99237, -0.39805)

The HOMO energy comes out at -15.002 eV. The calculation puts the HOMO-LUMO gap at 0.3245 hartree. The value obtained for the molar mass is 167.96 g/mol. The charge is +1. Its SMILES is C=[N+]=CI.

---

According to the calculations, the structures order from most to least stable as #two, #one.

---

#one
Computed, not measured: 2 unconnected molecules or ions with the total composition C5H10NO, with ωB97M-V with the def2-TZVPD basis set.

Positions of all 17 atoms, in Å:
C (0.88617, 0.29628, -2.42336)
C (0.83093, 0.92045, -1.18656)
C (-1.03307, -1.80476, 1.68927)
C (-0.06151, -0.79022, 1.29209)
C (-0.32880, 1.36263, -0.57305)
N (-0.22707, 2.25163, 0.40654)
O (0.24316, -2.27128, 1.17568)
H (1.65546, -0.08504, -3.07853)
H (0.00125, 0.07691, -3.03688)
H (1.73661, 1.20955, -0.73941)
H (-1.25602, -2.21294, 2.60632)
H (-1.81471, -2.04379, 0.90112)
H (0.75868, -0.27412, 1.88638)
H (-1.25653, 0.93480, -0.67094)
H (0.18242, -2.67162, 0.23706)
H (-0.95759, 2.33634, 1.10733)
H (0.64060, 2.76516, 0.40694)

The HOMO energy (alpha / beta) comes out at -11.377 / -11.380 eV. The calculation puts the HOMO-LUMO gap (alpha / beta) at 0.2381 / 0.2382 hartree. The value obtained for the molar mass is 100.14 g/mol. The charge is +1.

---

#two
Computed, not measured: a gas-phase ion, C5H10NO (charge +1), with ωB97M-V with the def2-TZVPD basis set.

Positions of all 17 atoms, in Å:
C (0.55775, 3.19088, -1.33366)
C (0.20556, 1.86759, -0.89331)
C (-0.04990, 0.78389, -0.39536)
C (-0.55173, -0.34690, 0.34241)
O (-1.75163, -0.92380, -0.50792)
N (0.35418, -1.54503, 0.27870)
C (0.45815, -2.27982, 1.55663)
H (1.57067, 3.24920, -1.65943)
H (-0.01641, 3.51542, -2.19609)
H (0.30240, 3.91799, -0.56314)
H (-1.10192, -0.16699, 1.31418)
H (-2.59687, -0.31316, -0.62599)
H (-0.27115, -2.12801, -0.40576)
H (1.26111, -1.31866, -0.10460)
H (1.25234, -1.92867, 2.08765)
H (-0.56369, -2.40234, 1.88250)
H (0.94115, -3.17158, 1.22320)

The HOMO energy comes out at -13.957 eV. The calculation puts the HOMO-LUMO gap at 0.3954 hartree. The value obtained for the molar mass is 100.14 g/mol. The charge is +1. Its SMILES is CC#C[C@@H](O)[NH2+]C.

---

According to the calculations, the structures order from most to least stable as #two, #one.

---

#one
Computed, not measured: a gas-phase ion, C5H10NO (charge +1), with ωB97M-V with the def2-TZVPD basis set.

Positions of all 17 atoms, in Å:
N (2.52089, 0.57457, -0.98095)
C (1.49509, -0.52708, -0.79914)
C (0.21834, -0.20573, -0.64837)
C (-0.76784, -1.02567, 0.10930)
C (-1.49877, -0.30452, 1.23547)
C (-2.20884, 0.95449, 0.80503)
O (-2.37667, 1.27841, -0.34067)
H (2.80319, 0.75905, -1.94529)
H (2.01194, 1.36242, -0.57241)
H (3.32125, 0.43104, -0.36629)
H (1.94985, -1.50539, -0.75902)
H (-0.04616, 0.81679, -0.90074)
H (-1.50805, -1.32773, -0.65272)
H (-0.43120, -1.98682, 0.49780)
H (-2.20782, -0.98192, 1.71053)
H (-0.78010, 0.04386, 1.98835)
H (-2.49509, 1.64424, 1.61910)

The HOMO energy comes out at -13.228 eV. The calculation puts the HOMO-LUMO gap at 0.3461 hartree. The value obtained for the molar mass is 100.14 g/mol. The charge is +1. Its SMILES is [NH3+]/C=C/CCC=O.

---

#two
Computed, not measured: a gas-phase ion, C5H10NO (charge +1), with ωB97M-V with the def2-TZVPD basis set.

Positions of all 17 atoms, in Å:
C (-1.50109, 0.73507, -0.46593)
C (-0.73432, -0.29029, 0.23159)
C (-0.77101, -1.80866, -0.12063)
O (0.71414, -1.82578, 0.00467)
N (0.73694, -0.47160, 0.13712)
C (2.13032, 0.27773, -0.72239)
C (0.19894, -0.01509, 1.34981)
H (-1.75049, 0.34278, -1.40755)
H (-0.93732, 1.64783, -0.60084)
H (-2.49606, 1.02379, 0.05545)
H (-1.22975, -2.62266, 0.48702)
H (-1.21370, -1.96647, -1.10936)
H (1.87305, 0.52694, -1.72102)
H (2.29452, 1.34148, -0.19127)
H (2.65200, -0.57944, -0.60386)
H (0.37692, 1.00553, 1.64661)
H (0.27183, -0.57858, 2.31843)

The HOMO energy comes out at -15.450 eV. The calculation puts the HOMO-LUMO gap at 0.4476 hartree. The value obtained for the molar mass is 100.14 g/mol. The charge is +1. Its SMILES is C[C@@]12CO[N@+]1(C)C2.

---

#three
Computed, not measured: a gas-phase ion, C5H10NO (charge +1), with ωB97M-V with the def2-TZVPD basis set.

Positions of all 17 atoms, in Å:
C (-1.97042, -0.86657, 0.10494)
C (0.13578, 0.61066, 0.03965)
C (1.31094, -0.19462, 0.58658)
C (-1.46508, 0.39472, 0.05241)
C (2.46177, -0.53171, -0.20818)
N (-2.21507, 1.50991, 0.04620)
O (-3.29618, -1.05796, -0.03866)
H (-1.32360, -1.72348, 0.21453)
H (0.23677, 1.54414, 0.61415)
H (0.36126, 0.85167, -1.00478)
H (1.25961, -0.50314, 1.61971)
H (2.37299, -0.24080, -1.25093)
H (2.66047, -1.60795, -0.13221)
H (3.36554, -0.08779, 0.22452)
H (-3.52890, -1.99003, -0.10170)
H (-1.86162, 2.38092, -0.31208)
H (-3.21515, 1.38376, 0.07963)

The HOMO energy (alpha / beta) comes out at -13.808 / -11.469 eV. The calculation puts the HOMO-LUMO gap (alpha / beta) at 0.3738 / 0.1779 hartree. The value obtained for the molar mass is 100.14 g/mol. The charge is +1.

---

According to the calculations, the structures order from most to least stable as #one, #three, #two.

---

#one
Computed, not measured: a gas-phase ion, C5H10NO (charge +1), with ωB97M-V with the def2-TZVPD basis set.

Positions of all 17 atoms, in Å:
C (0.33463, 0.66881, -1.87699)
C (-0.29367, 1.62217, -0.87010)
C (-1.44642, 0.97464, -0.07601)
N (-0.94471, -0.03923, 0.70980)
C (-0.39697, -0.84987, 1.30859)
C (0.61821, -1.90247, 1.89594)
O (1.84921, -1.52837, 1.39625)
H (0.81996, -0.17112, -1.38360)
H (1.09077, 1.19742, -2.45024)
H (-0.40869, 0.28928, -2.57414)
H (-0.72119, 2.47928, -1.39258)
H (0.46197, 1.98928, -0.17501)
H (-1.93532, 1.70832, 0.57098)
H (-2.18860, 0.54351, -0.75639)
H (0.55122, -1.80217, 2.98822)
H (0.25054, -2.88216, 1.57564)
H (2.35906, -2.29733, 1.10963)

The HOMO energy comes out at -15.965 eV. The calculation puts the HOMO-LUMO gap at 0.4396 hartree. The value obtained for the molar mass is 100.14 g/mol. The charge is +1. Its SMILES is CCC[N+]#CCO.

---

#two
Computed, not measured: a gas-phase ion, C5H10NO (charge +1), with ωB97M-V with the def2-TZVPD basis set.

Positions of all 17 atoms, in Å:
C (-0.01440, -0.13793, -2.84579)
C (-0.51514, 1.42003, -0.99614)
C (0.53411, 0.74088, 0.18040)
C (-0.22240, -0.87008, 2.10719)
C (0.29157, 0.44155, 1.61461)
N (-0.58543, 0.89854, -2.09441)
O (0.67477, 1.29896, 2.49026)
H (-0.75319, -0.40635, -3.53881)
H (0.97097, 0.01575, -3.36734)
H (-1.09711, 2.16078, -0.52563)
H (0.19295, -0.87560, -2.15039)
H (1.33060, 1.54120, 0.18762)
H (1.05391, -0.20415, -0.28070)
H (0.62289, -1.54755, 2.13008)
H (-0.94105, -1.43034, 1.49211)
H (-0.64374, -0.84982, 3.06055)
H (0.21705, 1.21612, 3.36057)

The HOMO energy comes out at -13.157 eV. The calculation puts the HOMO-LUMO gap at 0.2880 hartree. The value obtained for the molar mass is 100.14 g/mol. The charge is +1.

---

According to the calculations, the structures order from most to least stable as #one, #two.